Here is a cluster of 10 separate species, C33H59N6O19 in total in a non-equilibrium geometry from OMol25. Energies are from ωB97M-V/def2-TZVPD.

Atoms and positions in Å:
N1 -0.643 2.906 -2.753
H1 0.199 3.482 -2.789
H2 -0.700 2.116 -2.073
H3 -0.898 2.509 -3.661
H4 -1.360 3.609 -2.569
N2 -3.991 2.848 -0.544
H5 -4.824 2.374 -0.905
H6 -4.175 3.151 0.413
H7 -3.735 3.590 -1.187
H8 -3.233 2.125 -0.545
C1 -2.109 -0.901 0.035
C2 -2.175 0.352 -0.797
O1 -2.805 0.360 -1.865
O2 -1.567 1.387 -0.334
H9 -1.067 -1.225 0.041
H10 -2.930 -1.572 -0.211
H11 -2.335 -0.736 1.096
C3 -4.061 -0.761 2.756
N3 -4.462 0.207 1.706
O3 -4.242 1.397 1.872
O4 -5.083 -0.236 0.764
H12 -4.922 -1.046 3.355
H13 -3.374 -0.246 3.421
H14 -3.619 -1.636 2.296
C4 -2.599 -4.101 -5.739
C5 -3.494 -2.942 -5.251
C6 -4.084 -3.216 -3.891
O5 -4.984 -2.177 -3.575
C7 -5.484 -2.269 -2.271
N4 -2.727 -1.682 -5.287
H15 -2.273 -3.845 -6.745
H16 -3.190 -5.021 -5.792
H17 -1.777 -4.227 -5.037
H18 -4.357 -2.800 -5.910
H19 -3.322 -3.269 -3.095
H20 -4.585 -4.193 -3.890
H21 -5.656 -3.318 -1.977
H22 -6.476 -1.817 -2.229
H23 -4.836 -1.851 -1.491
H24 -2.336 -1.553 -6.210
H25 -1.993 -1.757 -4.579
C8 1.674 0.377 -4.293
C9 1.085 -1.021 -4.135
C10 1.972 -1.906 -3.275
O6 3.148 -2.150 -4.014
C11 4.028 -3.007 -3.306
N5 -0.296 -0.985 -3.667
H26 2.728 0.315 -4.567
H27 1.653 0.880 -3.317
H28 1.117 0.963 -5.028
H29 1.070 -1.482 -5.128
H30 1.446 -2.833 -3.020
H31 2.251 -1.345 -2.368
H32 3.650 -4.039 -3.270
H33 4.072 -2.715 -2.250
H34 4.959 -2.998 -3.861
H35 -0.471 -0.995 -2.669
H36 -0.714 -0.147 -4.053
C12 -0.250 -0.139 3.622
C13 0.992 0.024 4.455
C14 2.087 0.964 4.009
O7 3.301 0.629 4.606
C15 4.392 1.219 3.940
N6 0.698 0.260 5.912
H37 -0.860 -0.896 4.116
H38 -0.062 -0.320 2.567
H39 -0.913 0.734 3.713
H40 1.470 -0.963 4.569
H41 1.670 1.967 4.237
H42 2.147 1.054 2.913
H43 4.660 0.687 3.019
H44 5.240 1.256 4.620
H45 4.207 2.256 3.626
H46 1.587 0.460 6.356
H47 0.356 -0.616 6.289
C16 0.158 6.569 0.828
C17 0.812 7.050 1.892
C18 1.195 6.221 3.086
O8 1.704 6.672 4.079
C19 0.859 4.796 2.950
C20 0.322 4.272 1.848
C21 -0.163 5.159 0.713
O9 -0.721 4.670 -0.256
O10 0.133 2.972 1.652
O11 1.289 8.292 1.909
H48 -0.201 7.275 0.089
H49 1.149 4.082 3.714
H50 -0.604 2.814 1.037
H51 1.553 8.524 2.815
C22 3.989 2.123 -0.915
C23 5.059 1.363 -0.643
C24 4.891 -0.029 -0.084
O12 5.821 -0.798 -0.088
C25 3.561 -0.401 0.401
C26 2.500 0.355 0.097
C27 2.647 1.639 -0.684
O13 1.643 2.239 -1.026
O14 1.245 0.039 0.398
O15 6.273 1.699 -1.033
H52 4.084 3.125 -1.316
H53 3.407 -1.344 0.915
H54 0.675 0.819 0.247
H55 6.937 1.068 -0.713
C28 1.563 -3.710 4.077
C29 0.295 -3.635 4.479
C30 -0.829 -3.397 3.502
O16 -1.970 -3.072 3.730
C31 -0.434 -3.582 2.094
C32 0.836 -3.582 1.695
C33 1.974 -3.575 2.668
O17 3.127 -3.378 2.362
O18 1.196 -3.796 0.415
O19 -0.070 -3.699 5.769
H56 2.340 -3.831 4.822
H57 -1.226 -3.743 1.373
H58 2.163 -3.799 0.346
H59 -0.995 -3.964 5.851

Values from the calculation:
**Total charge**: +1
**Frontier orbital gap**: 6.36 eV

Results of the Löwdin charge analysis, in e, for atoms 1 through 2: number 1, N, carries 0.3115; number 2, H, carries 0.1384